Entry from the OMol25 dataset: a structure of composition C18H18NO4Y (the ωB97M-V functional and the def2-TZVPD basis).

Output
Total charge   0
Total energy   -1090.3863 hartree
2S+1   1
LUMO   -0.4 eV
Orbital gap   6.52 eV
Highest occupied orbital energy   -6.93 eV
Largest force on an atom   5.99 eV/A
Energy relative to the best compared isomer or geometry (same formula, charge and spin)   4.643 eV

Last column: Mulliken charge in e.
Element x y z (Å)
1 C 0.44 3.88 -1.59  0.0513
2 C 1.28 3.67 -0.43  -0.7249
3 C 1.85 2.38 -0.57  -0.4340
4 H 1.38 4.35 0.42  0.4255
5 C 1.27 1.75 -1.76  -0.5014
6 C 0.31 2.63 -2.32  -1.1193
7 H -0.32 2.51 -3.21  0.3978
8 H -0.14 4.74 -1.91  0.5563
9 H 2.56 1.91 0.13  0.4527
10 H 1.50 0.74 -2.11  0.5104
11 C -2.04 2.06 1.77  -0.8378
12 C -2.28 3.38 1.18  -0.2171
13 C -2.79 3.19 -0.14  0.0950
14 H -1.83 4.26 1.63  0.4564
15 C -2.89 1.75 -0.40  -1.0577
16 C -2.54 1.10 0.82  -0.5121
17 H -2.52 0.01 0.98  0.5555
18 H -1.60 1.90 2.77  0.4073
19 H -2.97 3.86 -0.96  0.4327
20 H -3.28 1.33 -1.34  0.4092
21 Y -0.46 1.85 -0.10  1.5302
22 O 0.71 -1.67 0.31  -0.3949
23 C 2.01 -1.80 0.95  -0.4026
24 C 1.60 -2.76 -0.16  -0.1081
25 H 2.73 -1.01 0.69  0.2713
26 H 2.02 -2.19 1.98  0.2814
27 H 2.06 -2.59 -1.14  0.4200
28 H 2.63 -4.97 -1.28  0.3221
29 C 1.87 -5.22 -0.53  -0.5160
30 C 1.23 -4.15 0.15  0.4716
31 C 0.25 -4.45 1.12  -0.3961
32 H -0.27 -3.63 1.63  0.3440
33 C -0.08 -5.78 1.40  -0.5078
34 H -0.84 -6.00 2.14  0.3658
35 C 0.57 -6.82 0.73  -0.4443
36 H 0.31 -7.86 0.95  0.3629
37 C 1.54 -6.54 -0.23  -0.4633
38 H 2.05 -7.34 -0.77  0.3634
39 O -2.57 5.69 -0.21  -0.5948
40 N -1.36 5.46 -0.25  0.6769
41 O -0.40 6.23 -0.12  -0.5864
42 O -1.01 4.13 -0.23  -0.3409